ORCA calculation (ωB97M-V/def2-TZVPD) on a single C19H26N4O3S molecule.

The geometry in XYZ format:
```
53
Properties=species:S:1:pos:R:3:forces:R:3:nbo_charge:R:1
C -3.2401 -2.2143 0.7170 0.2086 -0.1316 0.0920 -0.60
H -3.8125 -2.0285 -0.1897 -0.0976 0.0553 -0.0930 0.19
C -1.8662 -2.7779 0.3775 -0.0641 0.2630 -0.0680 -0.41
C -1.0131 -1.7589 -0.3814 -0.0799 -0.3021 0.0990 -0.21
N 0.0542 -2.4245 -1.1135 -0.0370 -0.0031 -0.1694 -0.44
C 0.5715 -1.6781 -2.2227 0.0813 -0.2112 -0.1745 -0.04
N 1.3539 -0.4939 -1.8607 0.0352 0.1486 0.0004 -0.65
C 2.1502 -0.6152 -0.7488 -0.0486 -0.6739 0.1350 0.46
C 2.1354 -1.7463 0.0158 -0.2667 0.0109 -0.1613 -0.29
C 2.9842 -1.8678 1.1685 -0.0068 0.3252 -0.3430 0.66
O 3.0301 -2.7999 1.9437 -0.0249 -0.2066 0.1184 -0.61
N 3.7963 -0.7478 1.3708 -0.0183 -0.0526 0.0586 -0.60
C 3.8477 0.3718 0.6077 0.0937 -0.0139 0.1146 0.30
S 4.8861 1.5925 0.9979 0.4715 0.3813 0.3097 -0.23
N 3.0194 0.4254 -0.4781 0.1089 -0.2336 0.2508 -0.42
C 3.1235 1.5636 -1.3714 0.1166 0.6067 -0.2950 -0.22
H 2.7987 1.2462 -2.3630 0.0323 0.0002 0.1273 0.22
H 4.1793 1.8467 -1.4150 -0.1902 -0.1114 -0.0793 0.25
C 2.3135 2.7739 -0.8775 0.0298 -0.1993 -0.0059 -0.43
C 0.9054 2.3993 -0.5175 -0.0668 0.1709 -0.0910 -0.03
C -0.1214 2.4270 -1.4499 0.0596 0.0923 0.0995 -0.26
C -1.4073 2.0588 -1.0873 -0.1737 -0.0720 0.0154 -0.27
C -1.7106 1.6478 0.2043 -0.1059 -0.0047 0.1245 0.21
C -0.6745 1.6126 1.1595 0.0680 0.0836 -0.0276 0.34
C 0.6082 1.9839 0.7709 -0.2807 -0.0375 -0.0036 -0.27
H 1.3769 1.9548 1.5278 0.1271 0.0099 0.1343 0.23
O -0.7701 1.2182 2.4577 0.2244 -0.0971 -0.4158 -0.51
C -2.0105 1.1976 3.1289 -0.3999 -0.0597 0.3582 -0.24
H -2.6403 0.3692 2.7983 0.0642 0.1072 0.0562 0.18
H -2.5523 2.1371 3.0005 0.0245 -0.0460 0.0069 0.18
H -1.7605 1.0637 4.1811 -0.0421 0.0296 -0.0589 0.19
O -2.9665 1.2612 0.5964 0.5200 0.0069 0.1728 -0.51
C -4.0242 1.3614 -0.3231 -0.1851 -0.0050 -0.1524 -0.25
H -4.9116 1.0409 0.2205 0.0191 0.0209 -0.0898 0.20
H -4.1635 2.3907 -0.6687 0.0222 -0.0390 -0.0005 0.18
H -3.8750 0.7029 -1.1851 0.0019 0.0302 0.0115 0.18
H -2.1838 2.0973 -1.8345 -0.1214 -0.0090 -0.0284 0.22
H 0.0690 2.7576 -2.4612 0.0254 0.0670 -0.1154 0.22
H 2.3206 3.5288 -1.6644 0.0222 0.0422 -0.0043 0.22
H 2.8144 3.1830 0.0004 0.0217 0.0317 -0.0934 0.24
H 4.4106 -0.7699 2.1776 -0.1053 0.0550 -0.1705 0.44
C 1.1621 -2.8619 -0.2833 0.1567 -0.1300 0.0410 -0.23
H 1.6801 -3.6763 -0.8041 -0.0423 -0.0057 0.1409 0.21
H 0.7899 -3.2671 0.6572 0.0194 -0.0448 -0.0464 0.23
H 0.8814 0.3968 -1.9531 -0.0067 -0.0737 0.0643 0.42
H 1.2363 -2.3432 -2.7875 -0.1342 0.0760 0.0197 0.19
H -0.2438 -1.3595 -2.8745 0.0955 0.0291 0.0314 0.20
H -1.6448 -1.2560 -1.1198 -0.0029 0.0770 0.0109 0.19
H -0.6318 -0.9948 0.3129 -0.0538 0.0441 -0.0559 0.18
H -1.3606 -3.0736 1.2974 0.0385 -0.0860 0.0134 0.20
H -1.9737 -3.6655 -0.2479 0.0596 -0.0286 0.0176 0.21
H -3.1434 -1.2760 1.2576 -0.0699 0.1280 0.0675 0.20
H -3.7971 -2.9138 1.3355 -0.1229 -0.0146 0.0516 0.21
```
Forces are in eV/Å.

Output
E_HOMO (eV): -8.13
HOMO-LUMO gap (eV): 8.6
Maximum force (eV/A): 0.689
Electronic energy (eV): -43063.660
Energy above the lowest of the compared OMol25 structures with the same formula, charge and spin (eV): 2.064
SMILES string: CCCN1CNc2c(c(=O)[nH]c(=S)n2CCc2ccc(OC)c(OC)c2)C1